(1)
# C36H35F3FeN6O2Sb

C36H35F3FeN6O2Sb as an isolated structure (the ωB97M-V functional and the def2-TZVPD basis, the OMol25 dataset).

Results
HOMO level (alpha / beta)   -10.13 / -10.70 eV
Expectation value of S²   6.2155
Total charge   +1
Spin multiplicity   5
Gap between HOMO and LUMO (alpha / beta)   6.2 / 6.6 eV

The geometry in XYZ format:
```
84
C36H35F3FeN6O2Sb (the ωB97M-V functional and the def2-TZVPD basis)
Fe 0.150 1.706 0.378
C 0.695 0.721 5.801
C 0.776 -0.006 4.657
C 0.794 0.539 3.370
C 0.718 1.944 3.247
C 0.823 2.688 4.368
C 0.688 2.138 5.650
N 0.589 2.479 1.962
N 0.412 3.891 1.936
C -0.130 4.269 0.732
C -0.482 5.638 0.554
C -0.762 6.082 -0.717
C -0.929 5.116 -1.715
C -0.767 3.731 -1.545
C -0.462 3.296 -0.311
H 0.678 0.303 6.858
H 0.762 -1.079 4.651
H 0.962 -0.149 2.509
H 1.026 3.744 4.198
H 0.522 2.729 6.509
H -0.466 6.288 1.416
H -0.830 7.181 -0.809
H -1.362 5.359 -2.647
H -1.019 3.032 -2.334
N 1.831 1.445 -0.695
C 2.726 0.389 -0.196
C 4.115 0.741 -0.793
C 4.162 0.494 -2.334
C 5.187 -0.610 -2.837
N 4.446 -1.846 -2.581
C 4.708 -3.029 -3.124
N 5.908 -3.296 -3.743
N 3.853 -4.052 -3.073
C 2.083 -0.959 -0.393
O 1.961 -1.545 -1.525
O 1.723 -1.428 0.742
H 1.584 1.310 -1.736
H 2.193 2.394 -0.688
H 2.864 0.569 0.837
H 4.893 0.134 -0.296
H 4.309 1.745 -0.514
H 4.438 1.408 -2.860
H 3.168 0.260 -2.651
H 6.088 -0.637 -2.240
H 5.382 -0.324 -3.849
H 3.417 -1.726 -2.273
H 6.647 -2.598 -3.701
H 6.061 -4.265 -3.965
H 2.926 -3.826 -2.723
H 3.994 -4.979 -3.541
F -6.317 1.254 -3.914
C -5.462 0.735 -2.960
C -4.126 0.752 -3.354
C -3.203 0.325 -2.425
C -3.546 0.136 -1.050
C -4.921 -0.077 -0.763
C -5.907 0.137 -1.770
Sb -1.693 -0.191 0.218
C -2.663 -0.664 2.126
C -3.150 -1.932 2.339
C -3.908 -2.186 3.488
C -4.170 -1.222 4.466
F -5.044 -1.437 5.517
C -3.624 0.057 4.267
C -2.883 0.279 3.095
C -1.281 -2.143 -0.560
C -1.803 -2.537 -1.754
C -1.657 -3.886 -2.148
C -0.799 -4.707 -1.512
F -0.806 -5.984 -1.842
C -0.249 -4.310 -0.300
C -0.495 -3.026 0.111
H -3.780 0.971 -4.396
H -2.184 0.190 -2.774
H -5.274 -0.411 0.186
H -6.931 0.068 -1.505
H -2.722 -2.683 1.701
H -4.330 -3.153 3.597
H -3.556 0.770 5.138
H -2.464 1.280 2.923
H -2.386 -1.853 -2.343
H -2.058 -4.270 -3.055
H 0.385 -5.042 0.237
H -0.044 -2.645 1.048
```

=====

(2)
# C12H12F4O12

A 4-piece molecular cluster, C12H12F4O12 overall (the ωB97M-V functional and the def2-TZVPD basis, the OMol25 dataset).

Results
HOMO level   -10.98 eV
SMILES   O=C1OC[C@@H](F)O1.O=C1OC[C@@H](F)O1.O=C1OC[C@@H](F)O1.O=C1OC[C@@H](F)O1
Relative energy (zero: lowest compared OMol25 entry of this formula, charge and spin)   46.25 kcal/mol
Gap between HOMO and LUMO   11.2 eV

The geometry in XYZ format:
```
40
C12H12F4O12 (the ωB97M-V functional and the def2-TZVPD basis)
O -1.320 -1.154 -1.825
C -0.151 -1.238 -2.198
O 0.881 -0.583 -1.679
C 2.014 -0.846 -2.447
C 1.700 -2.129 -3.187
F 2.207 -3.185 -2.639
O 0.272 -2.182 -3.052
H 2.053 0.002 -3.130
H 2.886 -1.020 -1.816
H 2.121 -1.974 -4.180
O 8.417 1.272 -1.086
C 9.490 1.488 -0.578
O 10.023 2.718 -0.261
C 11.389 2.600 0.077
C 11.523 1.090 0.290
F 11.441 0.722 1.605
O 10.410 0.562 -0.353
H 11.884 2.833 -0.866
H 11.688 3.242 0.906
H 12.474 0.727 -0.099
O -7.228 4.662 -1.916
C -7.013 3.848 -0.973
O -5.912 3.057 -0.940
C -6.174 2.099 0.015
C -7.136 2.752 0.979
F -6.520 3.537 1.921
O -7.802 3.527 0.075
H -6.651 1.250 -0.473
H -5.270 1.709 0.482
H -7.764 1.976 1.416
O -7.810 -2.523 1.566
C -6.737 -2.832 2.075
O -6.170 -2.200 3.098
C -4.819 -2.623 3.110
C -4.814 -3.929 2.445
F -4.913 -4.859 3.435
O -6.076 -3.881 1.724
H -4.269 -1.862 2.557
H -4.381 -2.524 4.104
H -3.945 -4.128 1.818
```

=====

(3)
# C40H108BF5N6O20

A 16-piece molecular cluster, C40H108BF5N6O20 overall (the ωB97M-V functional and the def2-TZVPD basis, the OMol25 dataset).

Results
HOMO level   -7.83 eV
Relative energy (zero: lowest compared OMol25 entry of this formula, charge and spin)   35.46 kcal/mol
Gap between HOMO and LUMO   7.9 eV

The geometry in XYZ format:
```
180
C40H108BF5N6O20 (the ωB97M-V functional and the def2-TZVPD basis)
C -2.401 1.306 2.923
C -1.063 1.267 2.750
C -0.269 0.499 1.690
C -1.008 0.683 0.309
C -0.951 2.228 0.090
C -0.838 2.896 -1.318
N 0.237 3.921 -1.352
N -0.507 -0.263 -0.670
C -1.130 -0.291 -1.969
C -2.103 -1.442 -2.433
N -1.842 -2.813 -2.110
N -2.139 -1.353 -3.934
N -3.511 -1.143 -2.029
C 0.896 -0.611 -0.502
B 1.502 -1.671 -1.585
O 1.020 -2.959 -1.808
O 2.687 -1.363 -2.305
C 1.714 0.691 -0.836
O 1.586 1.198 -1.955
O 2.444 1.274 0.048
C 1.299 -1.142 0.916
O 1.801 -2.427 0.924
C 3.164 -2.593 1.257
C 4.239 -1.805 0.429
C 5.389 -1.401 1.415
C 4.850 -2.766 -0.617
C 5.636 -2.102 -1.797
C 5.850 -0.566 -1.701
C 7.020 -2.799 -1.982
N 0.253 -0.859 2.023
C 1.157 -0.675 3.249
C 0.568 -0.618 4.674
C 1.455 0.356 5.526
C 2.937 -0.102 5.645
C 3.755 1.026 6.355
C -0.643 -1.960 2.342
F -1.660 -1.598 3.139
F -0.036 -2.945 3.016
C -1.422 -2.734 1.217
F -2.359 -2.044 0.623
F -0.712 -3.505 0.448
F -2.154 -3.647 1.942
H -2.870 1.395 3.916
H -3.078 1.278 2.059
H -0.473 1.821 3.497
H 0.649 1.102 1.534
H -2.075 0.421 0.446
H -0.165 2.739 0.685
H -1.872 2.646 0.539
H -0.657 2.271 -2.197
H -1.757 3.474 -1.534
H 0.135 4.510 -0.527
H 1.122 3.435 -1.187
H -1.841 0.563 -1.976
H -0.472 -0.037 -2.822
H -2.561 -3.261 -1.569
H -1.512 -3.384 -2.867
H -1.188 -1.607 -4.212
H -2.246 -0.372 -4.202
H -3.791 -0.389 -2.655
H -4.039 -1.950 -2.354
H 1.016 -3.191 -2.738
H 2.455 -1.456 -3.234
H 2.153 -0.492 1.196
H 3.386 -3.664 1.100
H 3.419 -2.445 2.331
H 3.763 -0.907 0.008
H 5.225 -0.424 1.891
H 5.546 -2.210 2.152
H 6.325 -1.359 0.834
H 5.495 -3.545 -0.169
H 4.005 -3.320 -1.075
H 5.073 -2.281 -2.729
H 4.955 0.012 -1.439
H 6.146 -0.226 -2.713
H 6.722 -0.346 -1.062
H 7.456 -2.881 -0.970
H 7.669 -2.239 -2.669
H 6.864 -3.822 -2.368
H 1.768 0.237 3.142
H 1.897 -1.487 3.293
H -0.472 -0.305 4.812
H 0.665 -1.602 5.170
H 1.031 0.330 6.548
H 1.326 1.388 5.160
H 3.344 -0.246 4.628
H 2.923 -1.044 6.219
H 3.210 1.972 6.202
H 3.859 0.889 7.448
H 4.719 1.109 5.836
C 3.733 0.639 10.876
O 4.524 1.119 9.791
H 2.688 0.670 10.577
H 4.007 -0.390 11.119
H 3.874 1.273 11.755
H 5.442 1.087 10.070
C -2.729 2.863 -5.379
O -2.119 1.592 -5.189
H -3.666 2.893 -4.826
H -2.067 3.647 -5.007
H -2.933 3.020 -6.441
H -1.293 1.597 -5.689
C 7.335 -1.261 6.620
O 6.958 0.104 6.759
H 8.098 -1.329 5.848
H 7.744 -1.640 7.561
H 6.472 -1.865 6.325
H 6.283 0.147 7.442
C -5.380 0.519 5.616
O -4.188 1.220 5.970
H -5.750 0.926 4.678
H -5.169 -0.546 5.488
H -6.140 0.651 6.389
H -3.875 0.850 6.799
C -4.621 4.824 -1.007
O -3.506 4.853 -0.123
H -5.358 4.133 -0.604
H -5.067 5.820 -1.085
H -4.306 4.478 -1.994
H -2.867 5.466 -0.497
C -1.868 -7.476 0.916
O -2.862 -6.511 1.238
H -2.367 -8.402 0.638
H -1.261 -7.130 0.075
H -1.225 -7.662 1.781
H -2.405 -5.700 1.481
C 4.219 2.299 3.388
O 2.982 2.807 2.902
H 4.546 2.914 4.224
H 4.097 1.266 3.728
H 4.970 2.338 2.593
H 2.717 2.248 2.164
C -6.876 0.803 -2.071
O -5.672 1.469 -1.699
H -7.210 1.207 -3.025
H -6.694 -0.270 -2.176
H -7.650 0.976 -1.319
H -5.394 1.101 -0.856
C -3.706 -1.939 -7.774
O -4.365 -1.213 -6.740
H -4.446 -2.229 -8.518
H -2.946 -1.313 -8.249
H -3.238 -2.837 -7.364
H -3.695 -0.966 -6.094
C -8.626 1.877 -6.027
O -9.238 2.101 -4.756
H -7.892 1.082 -5.925
H -9.381 1.578 -6.758
H -8.124 2.787 -6.365
H -9.880 2.807 -4.868
C -12.176 -0.381 -4.197
O -11.069 -0.335 -3.308
H -12.904 -1.087 -3.803
H -12.642 0.606 -4.276
H -11.854 -0.715 -5.188
H -10.436 0.294 -3.673
C 6.103 5.192 1.550
O 4.858 5.371 2.213
H 6.677 6.111 1.644
H 6.663 4.371 2.010
H 5.941 4.976 0.491
H 4.364 4.548 2.118
C 1.533 3.662 -5.369
O 0.513 3.057 -6.170
H 1.297 3.488 -4.322
H 2.504 3.216 -5.597
H 1.569 4.738 -5.557
H 0.736 3.219 -7.090
C 10.710 -2.090 -0.319
O 9.658 -1.175 -0.034
H 10.268 -3.054 -0.560
H 11.296 -1.741 -1.174
H 11.362 -2.202 0.552
H 10.061 -0.329 0.175
C -8.013 -1.997 -6.502
O -7.212 -1.501 -7.566
H -9.054 -1.991 -6.820
H -7.718 -3.019 -6.252
H -7.898 -1.354 -5.624
H -6.295 -1.512 -7.262
```

=====

(4)
# C5H12NS

A 2-piece molecular cluster, C5H12NS overall (the ωB97M-V functional and the def2-TZVPD basis, the OMol25 dataset).

Results
HOMO level (alpha / beta)   -12.77 / -13.34 eV
Total charge   +1
Relative energy (zero: lowest compared OMol25 entry of this formula, charge and spin)   110.88 kcal/mol
Gap between HOMO and LUMO (alpha / beta)   6.3 / 8.4 eV

The geometry in XYZ format:
```
19
C5H12NS (the ωB97M-V functional and the def2-TZVPD basis)
C 0.339 0.160 0.883
C 1.002 1.223 1.714
C -0.038 -1.104 1.497
C -0.388 -1.912 -1.547
C -0.724 1.831 -2.162
N 0.271 0.237 -0.406
S 0.840 1.392 -1.380
H 1.439 2.024 0.964
H 1.598 0.966 2.496
H 0.097 1.779 2.268
H -0.445 -0.890 2.431
H 0.847 -1.681 1.422
H -0.811 -1.622 0.848
H -0.578 -1.138 -2.168
H -1.240 -2.269 -0.967
H 0.514 -2.595 -1.648
H -1.293 0.938 -2.467
H -0.472 2.418 -2.979
H -1.297 2.432 -1.559
```

=====

(5)
# C6H14

An isolated molecule of C6H14 (the ωB97M-V functional and the def2-TZVPD basis, the OMol25 dataset).

Results
HOMO level   -10.83 eV
SMILES   CCC(C)CC
Relative energy (zero: lowest compared OMol25 entry of this formula, charge and spin)   5.53 kcal/mol
Gap between HOMO and LUMO   12.0 eV

The geometry in XYZ format:
```
20
C6H14 (the ωB97M-V functional and the def2-TZVPD basis)
C 1.113 1.742 -1.583
C -0.039 1.333 -0.687
C 0.053 -0.128 -0.185
C 1.194 -0.291 0.809
C -1.313 -0.613 0.283
C -1.284 -1.865 1.155
H 1.326 1.012 -2.357
H 0.933 2.698 -2.074
H 2.017 1.843 -0.976
H -0.965 1.413 -1.270
H -0.208 1.936 0.207
H 0.301 -0.770 -1.040
H 2.095 0.265 0.557
H 1.470 -1.344 0.913
H 0.967 0.019 1.837
H -1.808 0.175 0.864
H -1.964 -0.798 -0.571
H -0.798 -1.725 2.118
H -2.306 -2.201 1.344
H -0.782 -2.699 0.655
```

=====

(6)
# C15H30N2O6

An isolated molecule of C15H30N2O6 (the ωB97M-V functional and the def2-TZVPD basis, the OMol25 dataset).

Results
HOMO level   -8.95 eV
SMILES   COCCN(CCOC)C(=O)CC(=O)N(CCOC)CCOC
Relative energy (zero: lowest compared OMol25 entry of this formula, charge and spin)   4.15 kcal/mol
Gap between HOMO and LUMO   9.8 eV

The geometry in XYZ format:
```
53
C15H30N2O6 (the ωB97M-V functional and the def2-TZVPD basis)
C 4.798 -1.193 1.235
O 3.759 -2.134 1.084
C 2.562 -1.802 1.746
C 1.765 -0.651 1.107
N 1.165 -1.028 -0.157
C 2.050 -1.024 -1.307
C 2.295 0.380 -1.859
O 3.174 1.090 -1.011
C 3.484 2.373 -1.489
C -0.113 -1.405 -0.341
O -0.553 -1.669 -1.455
C -1.018 -1.476 0.882
C -1.469 -0.082 1.289
O -0.967 0.473 2.256
N -2.405 0.524 0.529
C -2.846 1.858 0.893
C -2.309 2.954 -0.059
O -1.259 3.723 0.461
C -0.038 3.033 0.610
C -3.082 -0.076 -0.606
C -4.300 -0.934 -0.205
O -4.005 -2.280 0.076
C -3.758 -3.078 -1.063
H 4.592 -0.263 0.695
H 5.689 -1.659 0.818
H 4.968 -0.965 2.294
H 1.968 -2.720 1.726
H 2.774 -1.537 2.792
H 2.432 0.190 0.909
H 1.004 -0.315 1.809
H 1.576 -1.625 -2.086
H 3.000 -1.476 -1.018
H 2.736 0.300 -2.864
H 1.338 0.918 -1.948
H 4.163 2.821 -0.766
H 2.585 2.994 -1.577
H 3.974 2.322 -2.469
H -1.882 -2.092 0.641
H -0.492 -1.916 1.728
H -2.493 2.068 1.904
H -3.939 1.875 0.889
H -1.998 2.490 -1.009
H -3.100 3.679 -0.266
H 0.705 3.785 0.873
H -0.086 2.282 1.403
H 0.252 2.544 -0.329
H -3.430 0.738 -1.244
H -2.383 -0.680 -1.187
H -4.742 -0.539 0.715
H -5.050 -0.883 -1.007
H -2.826 -2.804 -1.568
H -3.680 -4.101 -0.701
H -4.587 -3.005 -1.775
```

=====

We obtain maximum force values of 5.62 5.84 4.13 6.47 1.44 0.73 eV/Å for the records listed above, in that order.